A cluster of 7 separate species, C22H53Cl8O12P3 in total at a distorted geometry, computed with ωB97M-V with the def2-TZVPD basis set.

Last column: Mulliken charge in e.
Positions of all 98 atoms, in Å:
C1 15.67589 12.25432 11.18879  -0.629
C2 14.31922 12.06190 11.85284  -0.205
O1 13.37190 11.95434 10.82110  -0.175
P1 11.88032 11.65045 11.20536  0.876
O2 11.34371 12.50648 12.25613  -0.698
O3 11.06573 11.77668 9.88725  -0.412
C3 10.65752 13.08695 9.40696  0.874
C4 9.56674 13.72478 10.16178  -1.387
O4 11.92308 10.06716 11.47516  -0.247
C5 10.93151 9.59749 12.35559  -0.185
C6 11.28071 8.11043 12.55626  -1.265
H1 15.71060 13.18832 10.55992  -0.219
H2 16.51740 12.45938 11.89817  0.280
H3 15.85516 11.37165 10.57102  0.392
H4 14.31267 11.15605 12.46568  0.366
H5 14.12088 12.95861 12.45607  0.180
H6 11.58645 13.69724 9.44156  -0.582
H7 10.37558 12.95554 8.35914  0.366
H8 8.70988 13.00216 10.22962  0.321
H9 9.78218 13.96167 11.21179  0.271
H10 9.18311 14.62182 9.67752  0.465
H11 10.96709 10.15483 13.31248  0.307
H12 9.93189 9.76052 11.90600  0.294
H13 12.28628 7.97956 12.97636  0.302
H14 10.64345 7.58545 13.27990  0.381
H15 11.23441 7.61199 11.61222  0.309
C7 15.57155 16.55056 14.42761  -0.432
C8 16.26577 17.58954 15.31450  -0.405
O5 16.87912 18.61928 14.53878  -0.374
P2 18.39815 18.54644 14.15988  0.366
O6 18.94054 17.23214 13.77801  0.262
O7 18.46770 19.69371 13.07236  -0.318
C9 19.80291 20.10668 12.72194  0.506
C10 19.76879 20.65945 11.31983  -1.342
O8 19.20150 19.19557 15.38834  -0.369
C11 20.31023 18.59542 16.01062  0.605
C12 21.68279 19.28102 15.79461  -1.284
H16 15.00965 16.94882 13.60063  -0.269
H17 16.27882 15.87242 13.94120  0.078
H18 14.94370 15.95371 15.08542  0.549
H19 15.46826 17.97686 15.96372  0.425
H20 16.96505 17.09088 16.01206  0.160
H21 20.06397 20.88492 13.46873  0.258
H22 20.54197 19.30141 12.69619  -0.349
H23 19.10560 21.50683 11.25808  0.388
H24 20.79432 20.99133 11.08931  0.428
H25 19.51671 19.82972 10.61454  0.179
H26 20.15575 18.50196 17.11571  0.289
H27 20.42807 17.56561 15.64996  -0.459
H28 22.48161 18.75735 16.34935  0.416
H29 22.00542 19.25039 14.76924  0.216
H30 21.61877 20.28888 16.23947  0.324
C13 11.91420 15.84091 11.61492  -0.971
C14 12.88674 16.99034 11.32638  0.882
O9 13.50698 16.81381 10.05731  -0.379
P3 14.99647 16.28893 10.01886  0.613
O10 15.47988 15.59234 11.20544  0.036
O11 14.88813 15.52603 8.59957  -0.435
C15 13.84184 14.60145 8.31316  0.556
C16 13.76542 14.44521 6.72308  -1.429
O12 15.73182 17.64502 9.65348  -0.432
C17 16.75411 18.32091 10.40444  0.691
C18 16.00783 19.47796 11.04450  -0.800
H31 11.49045 15.96017 12.61107  0.477
H32 11.10478 15.82626 10.87889  0.239
H33 12.38029 14.81985 11.61930  0.000
H34 12.31849 17.93481 11.29972  0.407
H35 13.65299 17.02197 12.09959  -0.790
H36 13.93770 13.67775 8.89209  0.112
H37 12.88186 15.06466 8.63656  -0.015
H38 12.80102 14.00599 6.47822  0.367
H39 13.78969 15.39557 6.19564  0.378
H40 14.62649 13.87590 6.31369  0.314
H41 17.16924 17.60919 11.11910  -0.468
H42 17.59006 18.56973 9.68611  0.195
H43 15.87861 20.22772 10.25180  0.339
H44 15.06120 19.16056 11.45883  0.120
H45 16.52308 20.00618 11.87253  0.208
Cl1 19.30456 15.26795 17.00382  -0.183
C19 19.81563 14.61182 15.45246  0.685
Cl2 21.63407 14.79697 15.34152  -0.184
H46 19.57560 13.57407 15.46989  0.483
H47 19.41956 15.23291 14.65648  -0.774
Cl3 19.49960 14.98555 10.14205  -0.207
C20 18.52247 14.74364 11.55408  2.565
Cl4 19.19889 13.47798 12.61294  -0.194
H48 18.51714 15.65080 12.16911  -1.022
H49 17.55248 14.39728 11.23201  -1.187
Cl5 22.28717 18.02518 11.18224  -0.174
C21 22.71764 16.68272 12.27542  0.762
Cl6 24.47448 16.76206 12.59152  -0.194
H50 22.18181 16.77430 13.19790  -0.434
H51 22.49720 15.72453 11.80389  0.020
Cl7 22.96337 10.48413 10.11805  -0.166
C22 22.10475 11.90724 10.62530  -0.071
Cl8 22.94592 12.88473 11.85966  -0.141
H52 22.06032 12.57238 9.73380  0.210
H53 21.12658 11.72383 11.04872  0.164

ΔE to the lowest compared entry with this formula, charge and spin	0.0	kcal/mol
HOMO level	-10.71	eV
total energy	-6478.84036	a.u.
structure (SMILES)	CCOP(=O)(OCC)OCC.CCOP(=O)(OCC)OCC.CCOP(=O)(OCC)OCC.ClCCl.ClCCl.ClCCl.ClCCl
charge	0
multiplicity	1
Kohn-Sham gap	11.27	eV

=====

A structure of composition Br2HOP at a distorted geometry, computed with ωB97M-V with the def2-TZVPD basis set.

Last column: natural (NBO) charge in e.
Positions of all 5 atoms, in Å:
O1 1.54488 0.93910 1.06051  -0.748
P1 -1.37655 -1.17370 -0.51786  0.338
Br1 0.60183 -0.40525 -0.33706  0.151
Br2 -2.05417 0.16898 -2.03919  -0.176
H1 1.28400 0.47087 1.83359  0.435

ΔE to the lowest compared entry with this formula, charge and spin	97.8	kcal/mol
HOMO level (alpha / beta)	-8.68 / -9.70	eV
total energy	-5565.13099	a.u.
charge	0
multiplicity	1
Kohn-Sham gap (alpha / beta)	7.17 / 8.00	eV

=====

A cluster of 2 separate species, C4H5NO2S in total at a distorted geometry, computed with ωB97M-V with the def2-TZVPD basis set.

Last column: natural (NBO) charge in e.
Positions of all 13 atoms, in Å:
C1 0.57659 1.49389 0.41497  -0.493
C2 1.22616 0.68142 -0.47070  -0.134
C3 0.57778 -0.13851 -1.40367  -0.577
C4 -0.72615 -0.03563 -1.33080  0.810
O1 -1.86496 0.06217 -1.27417  -0.425
H1 1.24526 2.02294 1.17062  0.218
H2 -0.38812 1.94484 0.46870  0.225
H3 2.18739 0.42176 -0.36807  0.215
H4 1.14078 -0.88807 -1.89969  0.280
O2 -1.79586 -1.46424 1.44847  -0.556
N1 -0.49184 -1.55045 0.91656  -0.413
S1 0.57089 -0.74489 1.68329  0.377
H5 -2.25792 -1.80523 0.64448  0.473

ΔE to the lowest compared entry with this formula, charge and spin	139.0	kcal/mol
HOMO level	-8.46	eV
total energy	-758.65861	a.u.
structure (SMILES)	C=CC=C=O.ON=S
charge	0
multiplicity	1
Kohn-Sham gap	8.42	eV

=====

The molecule C5H6N2 at a distorted geometry, computed with ωB97M-V with the def2-TZVPD basis set.

Last column: natural (NBO) charge in e.
Positions of all 13 atoms, in Å:
N1 -1.51629 -2.25225 0.72635  -0.306
C1 -0.51483 -1.72665 0.41780  0.256
C2 0.65186 -1.11807 -0.16269  -0.240
C3 0.57952 0.15543 -0.89848  -0.053
C4 -0.59599 1.00405 -0.49429  -0.439
C5 -0.01129 0.84352 0.96656  -0.244
N2 1.22455 0.15393 0.42055  -0.334
H1 1.28921 -1.86306 -0.64115  0.259
H2 1.23247 0.26666 -1.75371  0.213
H3 -0.49159 1.99224 -0.96824  0.224
H4 -1.59748 0.62389 -0.71020  0.226
H5 0.18654 1.83570 1.40627  0.220
H6 -0.43668 0.08460 1.69122  0.219

ΔE to the lowest compared entry with this formula, charge and spin	64.9	kcal/mol
HOMO level	-9.82	eV
total energy	-303.53262	a.u.
structure (SMILES)	N#C[C@H]1[C@H]2CCN21
charge	0
multiplicity	1
Kohn-Sham gap	10.73	eV

=====

The ion C4H9N2OS with charge +1 at a distorted geometry, computed with ωB97M-V with the def2-TZVPD basis set.

Last column: natural (NBO) charge in e.
Positions of all 17 atoms, in Å:
C1 -0.56795 2.01449 -0.11691  -0.594
C2 -0.69403 0.47769 0.24485  -0.344
C3 -1.31862 -0.48816 -0.70770  0.318
N1 -1.79132 -1.66233 -0.45990  -0.632
C4 0.83103 -0.14305 0.32400  0.567
O1 0.75908 -1.35808 0.82084  -0.688
N2 1.80480 0.51010 -0.09788  -0.669
S1 3.36634 0.14855 -0.26109  0.363
H1 0.13097 1.98185 -0.97785  0.242
H2 0.00836 2.44569 0.66342  0.251
H3 -1.44404 2.53582 -0.42653  0.240
H4 -0.93508 0.14230 1.24673  0.242
H5 -1.28540 -0.18017 -1.76995  0.233
H6 -1.70504 -1.91681 0.60874  0.452
H7 -2.20334 -2.31958 -1.15774  0.466
H8 1.67318 -1.40547 1.29111  0.513
H9 3.37106 -0.78286 0.77587  0.041

ΔE to the lowest compared entry with this formula, charge and spin	72.4	kcal/mol
HOMO level	-12.47	eV
total energy	-740.42753	a.u.
structure (SMILES)	C[C@@H](C=[NH2+])/C(O)=N/S
charge	+1
multiplicity	1
Kohn-Sham gap	7.69	eV